Version one
{"formula": "C4H12", "method": "ωB97M-V/def2-TZVPD", "homo_ev": -11.8, "multiplicity": 1, "smiles": "CC.CC", "symbols": ["C", "C", "H", "H", "H", "H", "H", "H", "C", "C", "H", "H", "H", "H", "H", "H"], "positions_angstrom": [[1.099, -0.378, 1.801], [2.465, -0.575, 1.094], [1.157, 0.513, 2.439], [0.339, -0.114, 1.075], [0.787, -1.169, 2.473], [2.369, -0.288, 0.053], [2.783, -1.612, 1.097], [3.202, 0.092, 1.531], [-2.331, 0.798, -1.068], [-1.197, 0.080, -1.833], [-2.621, 0.254, -0.174], [-2.109, 1.830, -0.824], [-3.226, 0.850, -1.687], [-1.632, -0.486, -2.652], [-0.437, 0.782, -2.158], [-0.650, -0.577, -1.167]], "lowdin_charge": [-0.156, -0.155, 0.060, 0.035, 0.057, 0.050, 0.056, 0.056, -0.167, -0.159, 0.056, 0.055, 0.055, 0.060, 0.057, 0.040]}

=====

Version two
{"formula": "C4H12", "method": "ωB97M-V/def2-TZVPD", "homo_ev": -10.9, "multiplicity": 1, "smiles": "CC.CC", "symbols": ["C", "C", "H", "H", "H", "H", "H", "H", "C", "C", "H", "H", "H", "H", "H", "H"], "positions_angstrom": [[-0.932, -1.783, -0.854], [-0.496, -1.466, -2.356], [-1.719, -2.507, -0.908], [-0.222, -2.120, -0.194], [-1.456, -0.844, -0.480], [-0.498, -2.290, -3.065], [0.518, -1.063, -2.376], [-1.354, -0.837, -2.812], [1.485, 1.899, 1.625], [0.044, 1.298, 1.622], [1.676, 3.011, 1.705], [1.943, 1.273, 2.458], [1.729, 1.673, 0.579], [-0.297, 1.118, 2.661], [-0.513, 2.225, 1.373], [0.092, 0.414, 1.023]], "lowdin_charge": [-0.152, -0.154, 0.042, 0.017, 0.074, 0.038, 0.049, 0.086, -0.185, -0.181, 0.073, 0.077, 0.051, 0.062, 0.069, 0.033]}

=====

Version three
{"formula": "C4H12", "method": "ωB97M-V/def2-TZVPD", "homo_ev": -11.2, "multiplicity": 1, "smiles": "CC.CC", "symbols": ["C", "C", "H", "H", "H", "H", "H", "H", "C", "C", "H", "H", "H", "H", "H", "H"], "positions_angstrom": [[0.417, 1.649, 0.048], [1.504, 1.448, 1.122], [0.789, 2.244, -0.737], [0.119, 0.740, -0.415], [-0.360, 2.302, 0.485], [1.673, 0.432, 1.320], [2.520, 1.723, 0.803], [1.080, 2.048, 1.899], [-0.509, -1.355, -1.217], [-1.493, -1.666, 0.050], [-0.482, -2.200, -1.851], [-0.811, -0.435, -1.491], [0.568, -1.279, -0.973], [-2.192, -0.897, 0.197], [-1.928, -2.682, -0.079], [-0.894, -2.069, 0.840]], "lowdin_charge": [-0.144, -0.140, 0.046, -0.002, 0.078, 0.036, 0.069, 0.053, -0.127, -0.111, 0.043, -0.006, 0.066, 0.039, 0.061, 0.040]}

=====

Version four
{"formula": "C4H12", "method": "ωB97M-V/def2-TZVPD", "homo_ev": -11.5, "multiplicity": 1, "smiles": "CC.CC", "symbols": ["C", "C", "H", "H", "H", "H", "H", "H", "C", "C", "H", "H", "H", "H", "H", "H"], "positions_angstrom": [[0.355, -1.261, -0.750], [1.221, -2.389, -1.348], [0.000, -1.568, 0.232], [0.812, -0.277, -0.638], [-0.497, -1.114, -1.417], [1.882, -2.035, -2.129], [1.826, -2.870, -0.591], [0.530, -3.062, -1.836], [-1.348, 2.185, 0.669], [-0.224, 1.526, 1.415], [-1.427, 3.256, 0.816], [-1.312, 1.990, -0.407], [-2.265, 1.668, 0.930], [-0.045, 0.462, 1.299], [-0.320, 1.649, 2.497], [0.812, 1.839, 1.259]], "lowdin_charge": [-0.175, -0.158, 0.057, 0.051, 0.064, 0.056, 0.057, 0.056, -0.160, -0.192, 0.063, 0.061, 0.062, 0.028, 0.064, 0.066]}

=====

It is version one that is most stable; the runner-up trails by 0.053 eV.

=====

Version one
{"formula": "C4H12", "method": "ωB97M-V/def2-TZVPD", "homo_ev": -11.7, "multiplicity": 1, "smiles": "CC.CC", "symbols": ["C", "C", "H", "H", "H", "H", "H", "H", "C", "C", "H", "H", "H", "H", "H", "H"], "positions_angstrom": [[1.042, -1.369, 0.525], [0.780, -2.868, 0.260], [1.340, -1.328, 1.571], [1.902, -1.121, -0.054], [0.196, -0.705, 0.342], [0.178, -2.903, -0.649], [0.372, -3.412, 1.161], [1.770, -3.347, 0.050], [-0.692, 1.953, -1.135], [-1.138, 2.290, 0.328], [-0.814, 2.857, -1.736], [0.353, 1.668, -1.262], [-1.256, 1.079, -1.376], [-0.395, 2.570, 1.099], [-1.865, 3.093, 0.247], [-1.705, 1.559, 0.911]], "lowdin_charge": [-0.170, -0.176, 0.059, 0.048, 0.050, 0.054, 0.075, 0.068, -0.151, -0.174, 0.061, 0.052, 0.045, 0.063, 0.047, 0.050]}

=====

Version two
{"formula": "C4H12", "method": "ωB97M-V/def2-TZVPD", "homo_ev": -11.3, "multiplicity": 1, "smiles": "CC.CC", "symbols": ["C", "C", "H", "H", "H", "H", "H", "H", "C", "C", "H", "H", "H", "H", "H", "H"], "positions_angstrom": [[-0.770, 0.934, 0.753], [-2.027, 1.415, 1.462], [-0.377, 0.010, 1.168], [-0.954, 0.794, -0.305], [0.067, 1.634, 0.738], [-2.941, 1.002, 1.042], [-2.094, 2.507, 1.423], [-2.020, 1.241, 2.541], [0.738, -1.044, -1.450], [2.018, -1.420, -0.707], [-0.052, -0.700, -0.775], [0.918, -0.168, -2.077], [0.309, -1.791, -2.116], [2.071, -0.895, 0.246], [2.869, -1.037, -1.276], [2.244, -2.483, -0.666]], "lowdin_charge": [-0.185, -0.162, 0.061, 0.044, 0.073, 0.062, 0.062, 0.061, -0.172, -0.158, 0.007, 0.067, 0.064, 0.058, 0.057, 0.059]}

=====

Version three
{"formula": "C4H12", "method": "ωB97M-V/def2-TZVPD", "homo_ev": -11.7, "multiplicity": 1, "smiles": "CC.CC", "symbols": ["C", "C", "H", "H", "H", "H", "H", "H", "C", "C", "H", "H", "H", "H", "H", "H"], "positions_angstrom": [[0.897, 0.291, -1.748], [1.578, 1.670, -1.833], [-0.196, 0.384, -1.706], [1.088, -0.305, -2.644], [1.138, -0.263, -0.844], [2.328, 1.649, -2.631], [2.167, 1.858, -0.936], [0.870, 2.478, -2.014], [-0.778, -0.660, 1.284], [-1.708, -1.334, 2.302], [0.059, -1.331, 1.113], [-1.375, -0.424, 0.407], [-0.431, 0.324, 1.615], [-2.482, -1.915, 1.816], [-2.169, -0.653, 3.023], [-1.115, -1.998, 2.939]], "lowdin_charge": [-0.170, -0.161, 0.054, 0.061, 0.041, 0.058, 0.056, 0.059, -0.179, -0.173, 0.059, 0.053, 0.067, 0.057, 0.060, 0.059]}

=====

Version four
{"formula": "C4H12", "method": "ωB97M-V/def2-TZVPD", "homo_ev": -11.2, "multiplicity": 1, "smiles": "CC.CC", "symbols": ["C", "C", "H", "H", "H", "H", "H", "H", "C", "C", "H", "H", "H", "H", "H", "H"], "positions_angstrom": [[1.785, 2.002, 1.006], [0.354, 1.731, 0.554], [2.329, 2.371, 0.101], [1.799, 2.872, 1.732], [2.236, 1.248, 1.469], [-0.465, 2.035, 1.393], [0.197, 0.771, 0.221], [-0.005, 2.439, -0.371], [-0.946, -1.880, -1.549], [-1.038, -1.998, 0.004], [0.037, -2.177, -1.855], [-1.734, -2.534, -2.036], [-1.349, -0.928, -1.968], [-1.843, -1.264, 0.297], [-0.063, -1.641, 0.454], [-1.292, -3.045, 0.549]], "lowdin_charge": [-0.174, -0.185, 0.077, 0.084, 0.002, 0.107, -0.021, 0.110, -0.189, -0.201, 0.042, 0.070, 0.066, 0.059, 0.050, 0.103]}

=====

It is version three that is most stable; the runner-up trails by 0.100 eV.

=====

Version one
{"formula": "C4H12", "method": "ωB97M-V/def2-TZVPD", "homo_ev": -11.5, "multiplicity": 1, "smiles": "CC.CC", "symbols": ["C", "C", "H", "H", "H", "H", "H", "H", "C", "C", "H", "H", "H", "H", "H", "H"], "positions_angstrom": [[1.841, -1.379, 1.090], [1.895, -1.465, -0.428], [2.386, -0.532, 1.504], [0.885, -1.419, 1.619], [2.298, -2.292, 1.486], [2.877, -1.304, -0.862], [1.441, -2.378, -0.814], [1.249, -0.683, -0.849], [-1.615, 2.102, 0.005], [-2.096, 0.826, -0.653], [-0.872, 2.529, -0.674], [-2.440, 2.799, 0.116], [-1.141, 1.881, 0.957], [-2.390, 0.955, -1.698], [-2.912, 0.383, -0.066], [-1.406, -0.022, -0.734]], "lowdin_charge": [-0.179, -0.170, 0.060, 0.060, 0.057, 0.061, 0.062, 0.049, -0.168, -0.189, 0.063, 0.062, 0.060, 0.063, 0.063, 0.049]}

=====

Version two
{"formula": "C4H12", "method": "ωB97M-V/def2-TZVPD", "homo_ev": -11.1, "multiplicity": 1, "smiles": "CC.CC", "symbols": ["C", "C", "H", "H", "H", "H", "H", "H", "C", "C", "H", "H", "H", "H", "H", "H"], "positions_angstrom": [[0.234, -1.575, 2.174], [1.094, -1.641, 0.986], [-0.520, -0.774, 2.155], [-0.259, -2.502, 2.524], [0.850, -1.466, 3.024], [1.910, -2.460, 1.056], [1.813, -0.811, 0.860], [0.591, -1.581, -0.002], [-0.572, 1.211, -2.219], [-0.897, 2.010, -0.887], [-0.136, 1.953, -2.909], [0.082, 0.303, -2.142], [-1.481, 0.942, -2.774], [-0.915, 3.058, -1.157], [-0.119, 1.774, -0.277], [-1.675, 1.561, -0.412]], "lowdin_charge": [-0.200, -0.208, 0.073, 0.075, 0.044, 0.097, 0.060, 0.060, -0.150, -0.123, 0.052, 0.063, 0.051, 0.069, 0.014, 0.023]}

=====

Version three
{"formula": "C4H12", "method": "ωB97M-V/def2-TZVPD", "homo_ev": -11.0, "multiplicity": 1, "smiles": "CC.CC", "symbols": ["C", "C", "H", "H", "H", "H", "H", "H", "C", "C", "H", "H", "H", "H", "H", "H"], "positions_angstrom": [[-0.300, 1.836, 1.164], [0.362, 2.080, -0.150], [-1.409, 1.664, 1.258], [-0.076, 0.801, 1.484], [0.174, 2.508, 1.887], [1.513, 1.760, 0.107], [0.265, 3.096, -0.655], [0.085, 1.197, -0.712], [0.231, -1.760, 0.196], [-0.356, -2.101, -1.180], [-0.270, -0.961, 0.736], [0.272, -2.696, 0.772], [1.218, -1.350, -0.170], [-0.933, -1.253, -1.624], [-0.908, -2.986, -1.234], [0.447, -2.106, -2.028]], "lowdin_charge": [-0.229, -0.192, 0.085, 0.033, 0.065, 0.121, 0.085, 0.027, -0.162, -0.189, 0.025, 0.069, 0.080, 0.063, 0.025, 0.092]}

=====

Version four
{"formula": "C4H12", "method": "ωB97M-V/def2-TZVPD", "homo_ev": -11.7, "multiplicity": 1, "smiles": "CC.CC", "symbols": ["C", "C", "H", "H", "H", "H", "H", "H", "C", "C", "H", "H", "H", "H", "H", "H"], "positions_angstrom": [[1.691, -1.005, -0.238], [1.616, -2.523, -0.142], [1.082, -0.592, -1.044], [1.359, -0.555, 0.700], [2.689, -0.583, -0.389], [0.612, -2.836, 0.134], [2.315, -2.859, 0.622], [1.910, -2.993, -1.080], [-1.531, 1.146, -0.293], [-1.832, 2.321, 0.634], [-1.662, 0.221, 0.269], [-2.116, 1.192, -1.208], [-0.481, 1.138, -0.589], [-1.505, 3.275, 0.209], [-1.254, 2.244, 1.556], [-2.894, 2.408, 0.860]], "lowdin_charge": [-0.186, -0.166, 0.050, 0.060, 0.062, 0.061, 0.060, 0.061, -0.173, -0.175, 0.062, 0.062, 0.043, 0.060, 0.060, 0.060]}

=====

It is version four that is most stable; the runner-up trails by 0.199 eV.